Record 1
Here is a molecular structure, C44H39BF2N13OS2V from the Open Molecules 2025 dataset. Energies are from ωB97M-V with the def2-TZVPD basis set.

Properties
HOMO (spin up / spin down) ... -7.39 / -7.44 eV
Energy above the lowest of the compared OMol25 structures with the same formula, charge and spin ... 0.0 kcal per mole
Multiplicity ... 3
Lowest unoccupied orbital energy (spin up / spin down) ... -0.91 / -1.08 eV
Expectation value of S² ... 2.041
DFT total energy ... -4452.2354 Eh
Frontier orbital gap (spin up / spin down) ... 6.47 / 6.36 eV

CARTESIAN COORDINATES (ANGSTROEM)
V -0.072 -0.645 -0.467
C -4.321 1.259 2.261
C -3.450 1.728 1.260
N -2.221 1.284 1.450
N -2.255 0.543 2.580
C -3.520 0.491 3.070
B -1.101 -0.412 2.902
N 0.264 0.185 2.494
C 1.235 0.577 3.336
C 2.252 1.141 2.596
C 1.804 1.067 1.278
N 0.608 0.481 1.224
N -1.344 -1.762 2.139
C -2.111 -2.766 2.581
C -2.528 -3.526 1.504
C -1.972 -2.893 0.400
N -1.250 -1.836 0.784
N -1.071 -0.665 4.402
C -1.369 0.232 5.375
C -0.928 -0.280 6.569
C -0.350 -1.518 6.220
N -0.424 -1.738 4.919
H -5.374 1.453 2.377
H -3.657 2.369 0.416
H -3.757 -0.084 3.951
H 1.142 0.429 4.400
H 3.180 1.549 2.960
H 2.296 1.373 0.371
H -2.306 -2.874 3.635
H -3.148 -4.405 1.520
H -2.057 -3.141 -0.644
H -1.850 1.167 5.134
H -1.017 0.164 7.547
H 0.114 -2.253 6.861
F 3.453 -4.127 1.796
C 3.245 -3.195 0.850
C 2.010 -2.587 0.754
C 1.793 -1.629 -0.233
C 2.846 -1.266 -1.084
C 4.068 -1.918 -0.947
F 5.115 -1.605 -1.744
C 4.293 -2.889 0.003
C 2.576 -0.135 -1.985
C 3.443 0.347 -2.966
C 3.118 1.501 -3.654
C 1.936 2.161 -3.360
C 1.094 1.602 -2.416
N 1.391 0.478 -1.755
H 1.233 -2.877 1.455
H 5.255 -3.374 0.089
H 4.364 -0.171 -3.171
H 3.792 1.887 -4.410
H 1.652 3.078 -3.858
H 0.138 2.049 -2.175
S -1.825 0.615 -1.504
C -1.779 -0.193 -3.057
N -2.484 0.251 -4.041
N -2.368 -0.296 -5.271
C -1.147 -0.616 -5.922
C -1.170 -1.525 -6.972
C -0.004 -1.813 -7.669
C 1.193 -1.206 -7.320
C 1.210 -0.293 -6.271
C 0.050 0.006 -5.577
N -1.024 -1.350 -3.266
N -0.376 -1.795 -2.299
C 0.359 -2.983 -2.659
C 0.534 -4.004 -1.734
C 1.265 -5.128 -2.080
C 1.838 -5.230 -3.341
C 1.666 -4.205 -4.261
C 0.926 -3.083 -3.927
H -3.075 0.071 -5.884
H -2.100 -2.019 -7.225
H -0.034 -2.528 -8.481
H 2.102 -1.439 -7.857
H 2.135 0.195 -5.990
H 0.072 0.718 -4.762
H 0.110 -3.920 -0.747
H 1.397 -5.922 -1.356
H 2.421 -6.103 -3.603
H 2.115 -4.273 -5.244
H 0.796 -2.275 -4.634
C -1.577 3.806 6.447
C -1.356 3.895 4.960
C -2.413 4.121 4.084
C -2.206 4.196 2.712
C -0.927 4.040 2.213
C 0.141 3.812 3.064
C -0.075 3.745 4.431
S -0.677 4.024 0.435
C 0.234 5.583 0.377
O -1.993 4.307 -0.197
H -2.606 4.048 6.710
H -0.919 4.493 6.982
H -1.359 2.800 6.818
H -3.418 4.233 4.477
H -3.024 4.354 2.021
H 1.138 3.667 2.667
H 0.762 3.563 5.097
H -0.404 6.376 0.767
H 0.476 5.767 -0.669
H 1.147 5.494 0.966

---

Record 2
Here is a molecular structure, C44H39BrF5N4O2P2TeTi from the Open Molecules 2025 dataset. Energies are from ωB97M-V with the def2-TZVPD basis set.

Properties
Charge ... -1
HOMO ... -5.86 eV
Energy above the lowest of the compared OMol25 structures with the same formula, charge and spin ... 11.6 kcal per mole
Lowest unoccupied orbital energy ... 2.23 eV
DFT total energy ... -6943.4775 Eh
Frontier orbital gap ... 8.09 eV

CARTESIAN COORDINATES (ANGSTROEM)
Ti 1.932 -0.499 0.478
N 0.893 -2.088 -1.940
P -0.853 -0.394 0.159
C -1.600 -2.046 -0.083
C -1.078 -3.080 0.689
C -1.623 -4.353 0.630
C -2.692 -4.607 -0.217
C -3.207 -3.585 -1.005
C -2.667 -2.309 -0.938
C -1.486 0.628 -1.237
C -1.414 0.071 -2.518
C -1.785 0.808 -3.634
C -2.200 2.122 -3.507
C -2.251 2.698 -2.246
C -1.911 1.955 -1.125
P 1.996 -0.937 -2.016
C 1.741 0.412 -3.236
C 1.726 1.736 -2.814
C 1.505 2.759 -3.730
C 1.296 2.459 -5.068
C 1.310 1.135 -5.496
C 1.536 0.118 -4.582
C 3.617 -1.579 -2.572
C 4.599 -0.790 -3.163
C 5.812 -1.348 -3.536
C 6.059 -2.698 -3.319
C 5.090 -3.489 -2.718
C 3.877 -2.929 -2.341
H 0.926 -2.801 -2.663
H -0.230 -2.899 1.335
H -1.192 -5.135 1.245
H -3.120 -5.601 -0.271
H -4.037 -3.780 -1.674
H -3.086 -1.521 -1.545
H -1.030 -0.932 -2.628
H -1.709 0.355 -4.616
H -2.472 2.698 -4.384
H -2.582 3.722 -2.123
H -2.016 2.416 -0.162
H 1.897 1.968 -1.769
H 1.497 3.789 -3.392
H 1.125 3.258 -5.781
H 1.152 0.900 -6.542
H 1.547 -0.917 -4.911
H 4.422 0.268 -3.317
H 6.572 -0.725 -3.993
H 7.010 -3.130 -3.609
H 5.281 -4.539 -2.534
H 3.121 -3.533 -1.855
N 2.734 -0.585 3.674
C 2.047 -1.626 3.173
O 1.286 -1.426 2.141
C 2.137 -2.887 3.774
C 2.922 -3.068 4.938
N 3.552 -3.208 5.897
C 1.378 -3.964 3.249
N 0.760 -4.840 2.820
H 2.602 0.324 3.264
H 3.339 -0.692 4.468
Br 2.001 4.385 4.687
C 0.927 3.093 3.813
C 0.617 1.911 4.465
C -0.157 0.965 3.815
C -0.660 1.182 2.531
C -0.292 2.361 1.895
C 0.496 3.318 2.522
H 1.000 1.718 5.458
H -0.351 0.022 4.311
H -0.551 2.530 0.868
H 0.806 4.205 1.987
C -3.703 -1.201 2.249
C -3.053 0.195 2.280
C -3.172 0.626 3.754
C -1.512 0.090 1.888
C -3.854 1.173 1.420
C -4.628 0.730 0.348
C -5.371 1.616 -0.420
C -5.349 2.973 -0.141
C -4.577 3.434 0.917
C -3.847 2.543 1.693
H -3.156 -1.873 2.914
H -3.718 -1.665 1.271
H -4.733 -1.127 2.610
H -2.711 -0.123 4.400
H -4.232 0.690 4.012
H -2.706 1.582 3.975
H -1.188 -0.836 2.377
H -4.659 -0.321 0.102
H -5.958 1.240 -1.251
H -5.923 3.666 -0.744
H -4.549 4.492 1.149
H -3.251 2.933 2.507
F 4.230 1.234 -0.918
Te 4.376 1.760 0.963
F 4.094 2.640 2.692
F 3.516 3.300 0.355
F 3.521 -1.334 0.545
F 5.972 2.741 0.600
O 2.249 1.074 0.976

---

Record 3
Here is a molecular structure, C44H39BrN3O2P2STi at a distorted geometry from the Open Molecules 2025 dataset. Energies are from ωB97M-V with the def2-TZVPD basis set.

Properties
Charge ... +3
HOMO ... -14.32 eV
Energy above the lowest of the compared OMol25 structures with the same formula, charge and spin ... 22.6 kcal per mole
Lowest unoccupied orbital energy ... -10.21 eV
DFT total energy ... -6518.3159 Eh
Frontier orbital gap ... 4.11 eV

CARTESIAN COORDINATES (ANGSTROEM)
Ti -0.460 -0.345 0.448
O -0.935 4.428 -1.548
C -1.784 3.579 -2.202
C -2.407 3.884 -3.402
C -3.193 2.928 -4.025
C -3.359 1.668 -3.467
C -2.742 1.367 -2.263
C -1.967 2.326 -1.621
C -1.263 2.064 -0.310
O -1.658 0.869 0.302
N 0.222 1.961 -0.544
N 0.517 0.664 -0.920
C 1.301 0.346 -1.911
C 1.463 -0.991 -2.315
Br 0.161 -2.152 -1.401
C 2.248 -1.596 -3.253
C 3.338 -1.094 -4.024
C 3.770 -1.912 -5.091
C 4.814 -1.523 -5.902
C 5.458 -0.314 -5.666
C 5.058 0.502 -4.607
C 4.019 0.120 -3.791
H -0.995 5.320 -1.909
H -2.276 4.867 -3.840
H -3.676 3.165 -4.964
H -3.976 0.931 -3.962
H -2.880 0.399 -1.797
H -1.408 2.911 0.364
H 0.548 2.693 -1.170
H 1.796 1.129 -2.478
H 2.002 -2.633 -3.463
H 3.256 -2.845 -5.289
H 5.131 -2.157 -6.718
H 6.285 -0.009 -6.293
H 5.577 1.431 -4.412
H 3.774 0.740 -2.941
S 1.158 2.476 3.581
C 2.437 1.632 2.818
C 1.949 0.720 1.948
N 0.571 0.694 1.880
C 0.030 1.581 2.696
H 3.468 1.850 3.051
H 2.534 0.051 1.334
H -1.038 1.717 2.795
C 0.502 -2.114 3.831
P -0.097 -2.192 2.099
C -1.874 -1.779 2.103
C -2.606 -2.017 0.918
C -3.925 -1.587 0.811
C -4.509 -0.883 1.852
C -3.782 -0.613 3.008
C -2.472 -1.047 3.134
C 0.123 -3.910 1.582
C -0.894 -4.851 1.475
C -0.572 -6.156 1.132
C 0.747 -6.518 0.897
C 1.761 -5.572 0.990
C 1.448 -4.265 1.316
P 0.073 -3.645 4.840
C -1.647 -3.258 5.317
C -2.664 -4.111 4.897
C -3.979 -3.871 5.275
C -4.278 -2.784 6.083
C -3.265 -1.936 6.517
C -1.952 -2.172 6.141
C 0.984 -3.270 6.365
C 2.069 -2.401 6.468
C 2.761 -2.287 7.665
C 2.388 -3.044 8.764
C 1.313 -3.918 8.669
C 0.620 -4.036 7.477
H 0.178 -1.192 4.322
H 1.594 -2.090 3.760
H -2.203 -2.676 0.152
H -4.506 -1.830 -0.069
H -5.540 -0.563 1.777
H -4.247 -0.076 3.824
H -1.943 -0.867 4.060
H -1.924 -4.582 1.675
H -1.354 -6.899 1.055
H 0.987 -7.541 0.642
H 2.791 -5.852 0.811
H 2.233 -3.517 1.393
H -2.419 -4.984 4.303
H -4.764 -4.547 4.962
H -5.299 -2.614 6.400
H -3.497 -1.104 7.169
H -1.161 -1.529 6.512
H 2.383 -1.794 5.627
H 3.596 -1.603 7.739
H 2.939 -2.957 9.691
H 1.021 -4.515 9.522
H -0.212 -4.726 7.401

---

Question: DFT total energy of number 1 (C44H39BF2N13OS2V)?
Answer: -4452.2354 Eh

---

Question: Which value of DFT total energy does entry 1 give?
Answer: -4452.2354 Eh